# 1
The following is a DFT calculation (ωB97M-V/def2-TZVPD) of one molecule with the formula C4H7O5P at a distorted geometry.

Last column: natural (NBO) charge in e.
Cartesian coordinates (Å):
P 1.10350 0.66046 1.40954  2.131
O 1.62282 2.10583 1.81370  -1.030
O -0.54430 0.52260 1.95433  -0.948
O -0.20513 -1.95733 -2.65767  -0.523
O 1.17729 -0.92224 -0.97145  -0.534
O 2.10672 -0.55885 2.17651  -0.925
C -2.10435 0.65266 -0.85934  -0.358
C -1.59809 -0.74923 -0.88763  -0.342
C 1.30783 0.47333 -0.51042  -0.432
C -0.15643 -1.20312 -1.52444  0.731
H -0.78354 -0.42972 2.21032  0.501
H 1.83435 -1.41680 1.69393  0.489
H -1.51171 1.51858 -1.41502  0.223
H -2.26433 -1.58053 -0.37721  0.256
H 0.65636 1.24470 -1.11953  0.245
H 2.44051 0.78086 -0.72795  0.273
H -3.08150 0.85880 -0.20768  0.244

Calculated values
**Gap between HOMO and LUMO**: 0.36089 Eh
**Highest occupied orbital energy**: -10.3565 eV
**SMILES**: C=CC(=O)OCP(=O)(O)O
**E_tot**: -874.06077 a.u.
**ΔE to the lowest compared entry with this formula, charge and spin**: 554.8 kJ/mol
**Net charge**: 0

=====

# 2
The following is a DFT calculation (ωB97M-V/def2-TZVPD) of C15H18ClN5O7P2Pd as an isolated structure at a distorted geometry.

Last column: natural (NBO) charge in e.
Cartesian coordinates (Å):
Pd -0.36724 0.27596 -0.16074  0.790
Cl 4.06566 -4.01275 -3.04271  -0.008
P 2.26772 0.63802 0.63546  2.332
P 0.27760 1.32360 2.63795  2.338
O 0.06673 1.84252 4.13369  -0.973
O 3.86649 0.62031 0.44232  -0.995
O -0.04778 2.62309 1.79854  -1.016
O -0.56069 0.13148 2.31764  -1.115
O 2.71141 2.36285 2.68603  -0.712
O 1.66671 -0.71915 0.39143  -1.130
O 1.69581 1.81681 -0.12409  -1.188
N -3.64390 -2.66971 0.99507  -0.338
N -2.06758 -1.44918 0.16252  -0.488
N -4.73150 2.41940 -0.95577  -0.354
N -2.25347 1.32617 -0.34351  -0.402
N -4.23794 -1.48911 0.74321  -0.255
C -2.34539 -2.63377 0.64519  0.206
C -3.24510 -0.79126 0.24363  0.267
C 2.83409 -2.80190 -2.81321  -0.035
C -2.37190 2.56633 -0.79743  0.026
C -3.61027 3.11198 -1.09567  -0.001
C 1.53081 -3.19038 -2.55434  -0.222
C -0.16252 0.16685 -2.22038  -0.476
C 0.86014 -0.86630 -2.45898  0.033
C 3.16518 -1.46072 -2.90785  -0.248
C -3.36842 0.61536 -0.21373  0.129
C 2.09124 1.10824 2.40989  -0.480
C 2.17697 -0.50529 -2.72901  -0.203
C -4.60452 1.17084 -0.51834  0.035
C 2.63266 0.03727 3.34396  -0.635
C 0.55506 -2.22113 -2.38757  -0.209
H 2.09058 -0.89774 3.20276  0.238
H 3.68781 -0.12634 3.12861  0.232
H -1.16233 -0.10109 -2.54959  0.192
H 2.43067 0.54918 -2.78641  0.224
H -1.45854 3.13474 -0.90332  0.224
H -0.61317 1.32067 4.57603  0.513
H 4.11794 -0.08724 -0.16368  0.512
H -3.69695 4.13160 -1.45052  0.210
H -5.50359 0.57645 -0.40405  0.219
H 1.29052 -4.24260 -2.48354  0.222
H 0.52001 2.59991 0.97950  0.541
H 2.88474 2.82317 1.85561  0.489
H -0.46928 -2.51589 -2.18520  0.211
H -1.65589 -3.45578 0.76364  0.225
H -4.16822 -3.41075 1.42801  0.421
H 2.53330 0.36558 4.37931  0.222
H 4.18701 -1.17333 -3.12455  0.226
H 0.13932 1.16306 -2.52582  0.207

Calculated values
**Gap between HOMO and LUMO (spin up / spin down)**: 0.25768 / 0.25726 Eh
**Highest occupied orbital energy (spin up / spin down)**: -7.5971 / -7.5846 eV
**E_tot**: -2653.86565 a.u.
**ΔE to the lowest compared entry with this formula, charge and spin**: 33.5 kJ/mol
**Net charge**: 0

=====

- Which formula does entry 2 have?
  C15H18ClN5O7P2Pd

=====

- What is the formula in the second record?
  C15H18ClN5O7P2Pd